Entry A
C2H3N3S | ωB97M-V/def2-TZVPD

Last column: Löwdin charge in e.
Geometry (Å):
C1 0.93834 0.47543 0.23542  -0.22
C2 0.73029 -0.10914 -0.99781  -0.29
N1 0.31127 -0.17901 1.22088  -0.26
N2 -0.11837 -1.05772 -1.00601  -0.21
N3 -2.50581 -0.40564 0.77213  -0.14
S1 -0.57822 -1.37614 0.56005  0.96
H1 1.55979 1.44295 0.45080  0.15
H2 1.10153 0.21153 -1.94424  0.11
H3 -2.08394 0.07436 1.61179  -0.10

Summary:
* charge: 0
* LUMO energy (alpha / beta): -1.4 / -1.4 eV

***

Entry B
C2H3N3S | ωB97M-V/def2-TZVPD

Last column: Löwdin charge in e.
Geometry (Å):
S1 1.95758 -0.07630 0.03866  0.78
C1 0.23912 -0.04302 -0.17073  -0.82
C2 -0.57817 1.06768 -0.07629  -0.20
N1 -1.86953 0.65786 0.03026  -0.04
N2 -1.93264 -0.58475 0.12835  0.00
N3 -0.57603 -0.98742 -0.15046  -0.05
H1 2.08005 1.33827 0.24329  -0.06
H2 -0.32738 2.18059 0.15726  0.13
H3 -0.39218 -2.04588 0.40601  0.26

Summary:
* charge: 0
* SMILES: Sc1cnn[nH]1
* LUMO energy: 0.3 eV

***

Entry C
C2H3N3S | ωB97M-V/def2-TZVPD

Last column: Löwdin charge in e.
Geometry (Å):
C1 0.75600 -1.11552 -0.01376  -0.35
C2 -1.34129 0.22511 -0.00387  -0.79
N1 -0.39602 -1.57861 0.01948  0.13
N2 0.98238 0.26256 -0.14911  -0.01
N3 -0.24755 0.93824 -0.06950  -0.04
S1 -2.90837 0.39724 0.06982  0.66
H1 1.66090 -1.71827 0.01402  0.11
H2 1.71625 0.66630 0.42690  0.13
H3 -0.22230 1.92296 -0.29398  0.16

Summary:
* charge: 0
* LUMO energy: 0.5 eV

***

Entry D
C2H3N3S | ωB97M-V/def2-TZVPD

Last column: Löwdin charge in e.
Geometry (Å):
H1 0.46409 -0.56974 3.34723  0.09
N1 0.51422 -0.02763 2.43583  0.01
N2 -0.07981 -0.65601 1.54629  -0.07
N3 0.28302 -0.07420 0.30383  -0.07
C1 -0.20477 -0.05881 -0.98181  -0.41
C2 -0.34158 -0.13265 -2.30703  -0.36
S1 -1.42019 1.24846 -1.86937  0.61
H2 0.73326 0.89469 0.63050  0.18
H3 0.05176 -0.62410 -3.10547  0.03

Summary:
* charge: 0
* SMILES: [H]/N=N/NC1=CS1
* LUMO energy: 0.3 eV

***

Bottom line: entry B, by a margin of 8.6 kJ/mol.

***

Entry A
F18KP3 | ωB97M-V/def2-TZVPD

Last column: Löwdin charge in e.
Geometry (Å):
K1 0.52114 0.41790 1.58014  0.97
P1 2.97622 -5.05478 1.48345  0.12
F1 4.31680 -5.53915 2.17543  -0.15
F2 3.77421 -4.02275 0.50025  -0.18
F3 3.10396 -6.27423 0.33848  -0.23
F4 1.57168 -4.83201 0.80664  -0.17
F5 2.14427 -6.18861 2.37477  -0.23
F6 2.62231 -3.90603 2.53434  -0.17
P2 -1.40110 5.71157 2.46250  0.17
F7 -0.12674 5.33934 1.44958  -0.22
F8 -0.65431 7.04975 3.06197  -0.18
F9 -2.14839 6.64230 1.34875  -0.18
F10 -2.66866 5.79521 3.45732  -0.18
F11 -2.10664 4.40998 1.81862  -0.20
F12 -0.77079 4.68830 3.53820  -0.20
P3 -1.55716 -0.61318 -4.14951  0.15
F13 -2.60034 -0.43687 -5.38757  -0.20
F14 -0.49108 -1.08855 -5.27789  -0.17
F15 -1.08382 0.91493 -4.17810  -0.17
F16 -0.55080 -0.86883 -2.85633  -0.21
F17 -2.74672 -0.03799 -3.17357  -0.21
F18 -2.12405 -2.10629 -3.90748  -0.18

Summary:
* charge: -2
* LUMO energy: 2.2 eV

***

Entry B
F18KP3 | ωB97M-V/def2-TZVPD

Last column: Löwdin charge in e.
Geometry (Å):
K1 17.54866 0.66409 4.19989  1.22
P1 16.39770 -2.10759 3.77113  0.24
F1 15.31944 -2.92013 2.83148  -0.18
F2 15.38464 -0.79862 3.95209  -0.21
F3 15.63582 -2.74623 5.06294  -0.15
F4 17.37440 -1.18079 4.65494  -0.39
F5 17.57648 -3.23106 3.67142  -0.17
F6 17.09616 -1.44510 2.46329  -0.18
P2 18.30955 3.34593 4.56765  0.25
F7 17.65194 3.68099 5.98926  -0.14
F8 18.12010 4.87612 3.99400  -0.18
F9 19.71008 3.88996 5.24480  -0.19
F10 18.94063 2.91951 3.13472  -0.17
F11 18.70327 1.81583 5.05983  -0.41
F12 16.93201 2.80956 3.90746  -0.23
P3 15.41290 1.40891 5.71842  0.25
F13 15.79796 1.48701 4.11513  -0.39
F14 14.82892 2.93408 5.65195  -0.16
F15 13.89118 0.91557 5.39369  -0.16
F16 15.00117 1.37756 7.30070  -0.18
F17 15.96097 -0.11301 5.78877  -0.21
F18 16.88959 1.95785 6.06318  -0.24

Summary:
* charge: -2
* LUMO energy: 4.8 eV

***

Bottom line: entry A, by a margin of 900.0 kJ/mol.

***

Entry A
C4H8N2O2 | ωB97M-V/def2-TZVPD

Last column: Löwdin charge in e.
Geometry (Å):
C1 -0.44550 1.76484 -1.08619  -0.04
N1 -0.23593 0.69302 -0.05833  -0.11
C2 0.30613 1.14472 1.16874  -0.30
O1 0.20954 0.46554 2.15614  0.01
C3 -0.81881 -0.69445 -0.21539  -0.04
C4 0.37097 -1.64911 -0.31770  -0.56
N2 0.99806 -1.95113 0.80980  0.19
O2 0.64931 -2.19587 -1.36082  0.05
H1 -1.27137 2.49373 -0.87994  0.10
H2 -1.07249 1.46201 -1.87462  0.06
H3 0.55430 2.07062 -1.28232  0.08
H4 1.11660 1.88455 1.15286  0.14
H5 -1.48511 -0.98169 0.59937  0.12
H6 -1.43895 -0.71477 -1.09260  0.11
H7 0.61981 -1.44490 1.53556  0.04
H8 1.94344 -2.34712 0.74545  0.14

Summary:
* charge: 0
* SMILES: CN(C=O)CC(N)=O
* LUMO energy: 0.7 eV

***

Entry B
C4H8N2O2 | ωB97M-V/def2-TZVPD

Last column: Löwdin charge in e.
Geometry (Å):
C1 3.31910 -0.21312 0.05967  -0.14
C2 1.77356 -0.20667 -0.37499  -0.12
N1 1.25672 1.05916 -0.00047  0.03
N2 -0.09696 1.35417 -0.03355  0.03
C3 -0.99858 0.33302 -0.18861  -0.52
O1 -0.67057 -0.84815 0.02170  0.02
O2 -2.30614 0.72023 -0.24524  -0.06
C4 -3.29346 -0.31278 0.04280  -0.10
H1 3.73367 -0.63570 -0.89212  0.04
H2 3.94900 0.73447 0.47408  0.10
H3 3.37841 -0.98750 0.98469  0.10
H4 1.41794 -1.22853 -0.74988  0.12
H5 -0.51958 2.23171 0.23382  0.15
H6 -4.43149 0.12226 0.04430  0.12
H7 -3.08574 -0.78642 1.14749  0.12
H8 -3.42587 -1.33615 -0.52369  0.10

Summary:
* charge: 0
* SMILES: C/C=N/NC(=O)OC
* LUMO energy: 0.8 eV

***

Entry C
C4H8N2O2 | ωB97M-V/def2-TZVPD

Last column: Löwdin charge in e.
Geometry (Å):
C1 -2.37253 0.12782 -0.24007  -0.13
O1 -1.00690 0.40688 -0.25111  -0.15
C2 -0.07220 -0.14907 0.72095  -0.38
O2 -0.16544 -1.48983 0.69833  -0.07
N1 0.72515 -1.96686 -0.31845  0.11
C3 1.55299 -0.96865 -0.64372  -0.03
C4 1.38494 0.14279 0.39712  -0.29
N2 1.59891 1.57738 0.08865  0.05
H1 -3.04335 0.05666 0.60206  0.07
H2 -2.58275 -0.91450 -0.61393  0.09
H3 -2.81433 0.86553 -1.04395  0.13
H4 -0.43056 0.14631 1.73270  0.18
H5 2.29965 -1.20872 -1.38371  0.11
H6 2.06112 -0.12620 1.23341  0.16
H7 0.67483 1.95439 -0.22642  0.09
H8 2.19046 1.54609 -0.75187  0.07

Summary:
* charge: 0
* SMILES: CO[C@H]1ON=C[C@H]1N
* LUMO energy: 0.8 eV

***

Entry D
C4H8N2O2 | ωB97M-V/def2-TZVPD

Last column: Löwdin charge in e.
Geometry (Å):
C1 2.11420 -0.99590 1.49486  -0.01
C2 1.27483 -0.04613 0.94978  -0.14
C3 0.44430 -0.11228 -0.29816  -0.36
N1 1.19088 -0.43619 -1.37868  0.08
O1 0.39582 -0.45489 -2.57722  -0.15
N2 -0.74450 0.51845 -0.29284  -0.21
C4 -1.74172 0.07133 0.31873  -0.19
O2 -1.03521 1.31755 -1.52046  -0.03
H1 2.40045 -2.21483 1.14203  0.15
H2 2.45606 -0.96977 2.51883  0.02
H3 0.85785 0.93706 1.51730  0.15
H4 -0.32251 0.37482 -2.42547  0.10
H5 -1.58822 -0.07692 1.58626  0.16
H6 -2.70216 0.77483 0.16658  0.14
H7 -2.12628 -1.02469 0.18505  0.11
H8 -0.87380 2.33757 -1.38659  0.19

Summary:
* charge: 0
* SMILES: C=C/C(=N/O)N(C)O
* LUMO energy: 0.0 eV

***

Bottom line: entry A, by a margin of 250.8 kJ/mol.

***

Entry A
C4H8N2O2 | ωB97M-V/def2-TZVPD

Last column: Löwdin charge in e.
Geometry (Å):
C1 -1.07242 -0.73604 0.73714  -0.13
C2 -1.73283 -0.77896 -0.61807  -0.14
C3 1.26136 0.31005 0.19052  -0.38
C4 0.90108 -1.03895 0.34250  -0.24
N1 2.53605 0.72073 -0.10265  0.17
O1 -0.19761 2.00021 -0.29165  -0.04
N2 0.31084 1.11844 0.69949  0.02
O2 1.20269 -2.11574 -0.05781  0.11
H1 -0.61088 2.70423 0.22484  0.10
H2 2.96559 0.28760 -0.90712  0.11
H3 2.74080 1.69510 0.05883  0.10
H4 -1.54974 -0.05658 1.43236  0.07
H5 -1.01359 -1.71114 1.21699  0.06
H6 -2.78813 -1.05111 -0.51720  0.07
H7 -1.68391 0.17631 -1.14269  0.06
H8 -1.26931 -1.52417 -1.26547  0.07

Summary:
* charge: 0
* LUMO energy (alpha / beta): -0.8 / -0.4 eV

***

Entry B
C4H8N2O2 | ωB97M-V/def2-TZVPD

Last column: Löwdin charge in e.
Geometry (Å):
C1 -2.72473 0.23212 -0.69273  -0.02
N1 -1.60415 -0.26077 -0.36179  -0.04
N2 -1.08856 0.14979 0.79621  -0.09
C2 0.15390 -0.48039 1.16455  -0.16
C3 1.05366 -0.66170 0.03428  -0.38
O1 1.29483 -1.77437 -0.47482  0.06
C4 1.60393 0.59368 -0.67402  -0.19
O2 1.39604 1.75636 0.09257  -0.09
H1 -3.08188 -0.03876 -1.62678  0.04
H2 -3.20989 0.83336 0.03406  0.06
H3 -1.73946 0.35635 1.54918  0.14
H4 0.04932 -1.49479 1.53163  0.12
H5 0.71804 0.09887 1.97956  0.16
H6 0.94699 0.57478 -1.65295  0.16
H7 2.68706 0.55254 -0.90513  0.13
H8 0.43131 1.93644 0.11504  0.09

Summary:
* charge: 0
* SMILES: C=NNCC(=O)CO
* LUMO energy: 0.7 eV

***

Bottom line: entry B, by a margin of 310.6 kJ/mol.